Entry 1:
Molecular formula: C71H107GeN3O4STi
Method: DFT, ωB97M-V/def2-TZVPD

Structure (ORCA input):
```
! RIJCOSX wB97M-V def2-TZVPD def2/J DEFGRID3
* xyz 0 1
Ti 0.0681 -0.2676 -0.2794
C 7.0532 1.6580 1.8956
C 6.5351 2.8293 1.0479
C 6.3868 4.0866 1.9188
C 7.5679 3.1268 -0.0408
C 5.1720 2.4541 0.4732
C 4.1014 2.1903 1.3031
C 2.8732 1.7720 0.8162
C 1.9422 1.3980 1.9332
N 0.4928 1.2562 1.7694
C -0.0285 1.0196 3.1281
C -0.2662 -0.4559 3.3795
N -1.0959 -0.9705 2.3103
C -2.4545 -0.4528 2.3769
C -2.9026 0.0235 1.0032
N -1.8213 0.7093 0.2592
C -1.6115 2.0985 0.7833
C -0.1659 2.4251 1.1583
C -2.2386 0.7637 -1.1595
C -2.7050 -0.5221 -1.7933
C -3.6782 -0.4199 -2.7741
C -4.1200 -1.5351 -3.4703
C -3.6201 -2.7643 -3.0597
C -2.6521 -2.9248 -2.0680
C -2.1171 -1.7585 -1.4724
O -1.0856 -1.7491 -0.5971
C -2.3484 -4.3554 -1.5624
C -2.7098 -5.4285 -2.5990
C -3.2475 -4.5625 -0.3303
C -0.8844 -4.5947 -1.1620
C -5.1702 -1.3909 -4.5720
C -4.8941 -0.1299 -5.4085
C -5.1792 -2.6091 -5.5042
C -6.5562 -1.2659 -3.9197
C -1.0886 -2.4188 2.2297
C 0.2620 -3.0698 2.0272
C 0.4020 -4.3214 2.6109
C 1.5211 -5.1066 2.4080
C 2.5312 -4.5447 1.6407
C 2.4705 -3.2788 1.0675
C 1.2866 -2.5259 1.2306
O 1.1326 -1.2962 0.6856
C 3.7660 -2.8126 0.3650
C 4.7936 -2.4901 1.4634
C 3.6025 -1.5500 -0.4842
C 4.3221 -3.9362 -0.5324
C 1.6638 -6.5310 2.9336
C 0.5254 -6.9255 3.8755
C 2.9925 -6.6874 3.6908
C 1.6577 -7.4909 1.7323
C 2.6242 1.5932 -0.5582
O 1.4102 1.1457 -0.9361
C 3.6964 1.9391 -1.4372
C 4.9180 2.3281 -0.8785
C 3.7797 1.8597 -2.9790
C 4.5977 0.6099 -3.3419
C 4.5016 3.0984 -3.5585
C 2.4436 1.7860 -3.7037
H 8.0440 1.8840 2.2993
H 7.1278 0.7568 1.2822
H 6.3824 1.4440 2.7299
H 7.3639 4.4144 2.2842
H 5.7446 3.9042 2.7824
H 5.9453 4.8965 1.3345
H 8.5152 3.4049 0.4254
H 7.2476 3.9567 -0.6746
H 7.7477 2.2498 -0.6671
H 4.2223 2.2850 2.3793
H 2.1228 2.1389 2.7209
H 2.2833 0.4316 2.3234
H -0.9584 1.5704 3.2566
H 0.6614 1.4020 3.8844
H -0.7276 -0.5940 4.3694
H 0.6787 -1.0005 3.3662
H -2.5129 0.3641 3.0949
H -3.1558 -1.2177 2.7312
H -3.7679 0.6856 1.0911
H -3.2122 -0.8421 0.4269
H -2.2473 2.2285 1.6608
H -1.9374 2.8286 0.0347
H -0.1702 3.2909 1.8348
H 0.3908 2.7101 0.2695
H -1.3714 1.1394 -1.7408
H -3.0173 1.5119 -1.2939
H -4.0740 0.5665 -2.9910
H -4.0146 -3.6522 -3.5312
H -3.7888 -5.5179 -2.7348
H -2.3449 -6.3971 -2.2507
H -2.2511 -5.2135 -3.5654
H -4.2984 -4.4565 -0.6064
H -3.0224 -3.8244 0.4413
H -3.0949 -5.5592 0.0951
H -0.2372 -4.5602 -2.0387
H -0.7926 -5.5859 -0.7103
H -0.5266 -3.8613 -0.4468
H -3.8431 -0.0782 -5.6952
H -5.1372 0.7807 -4.8589
H -5.5011 -0.1408 -6.3160
H -4.1737 -2.8390 -5.8576
H -5.8153 -2.4088 -6.3685
H -5.5802 -3.4924 -5.0021
H -6.5800 -0.4282 -3.2197
H -6.8027 -2.1776 -3.3706
H -7.3205 -1.1050 -4.6852
H -1.7110 -2.6807 1.3761
H -1.5489 -2.8533 3.1308
H -0.4165 -4.6814 3.2228
H 3.4254 -5.1298 1.4723
H 4.4153 -1.6956 2.1117
H 5.7308 -2.1493 1.0146
H 5.0000 -3.3667 2.0813
H 3.4158 -0.6847 0.1459
H 2.7800 -1.6385 -1.1914
H 4.5249 -1.3625 -1.0379
H 4.8422 -4.7014 0.0457
H 5.0449 -3.5206 -1.2376
H 3.5222 -4.4251 -1.0941
H 0.5071 -6.2869 4.7620
H 0.6663 -7.9573 4.2016
H -0.4436 -6.8620 3.3760
H 3.0672 -5.9492 4.4918
H 3.8487 -6.5566 3.0278
H 3.0555 -7.6864 4.1273
H 0.7089 -7.4253 1.1945
H 1.7974 -8.5207 2.0702
H 2.4584 -7.2454 1.0322
H 5.7236 2.5445 -1.5635
H 5.5522 0.5978 -2.8103
H 4.8012 0.5950 -4.4161
H 4.0486 -0.2966 -3.0867
H 5.5885 3.0173 -3.4901
H 4.1883 4.0089 -3.0445
H 4.2569 3.1960 -4.6185
H 1.7921 1.0251 -3.2872
H 2.6224 1.5631 -4.7589
H 1.9527 2.7582 -3.6527
C 3.3454 6.8789 -2.4706
C 2.1978 6.0053 -1.9660
C 1.1536 5.7480 -3.0504
C -0.0956 5.0395 -2.5129
Ge -0.2100 2.9629 -2.5843
C -0.9856 2.5401 -4.4718
C -1.4118 3.7741 -5.2604
C -2.0177 3.4279 -6.6253
C -2.3760 4.6737 -7.4360
H 4.0847 7.0563 -1.6853
H 2.9650 7.8486 -2.7998
H 3.8498 6.4092 -3.3191
H 1.7098 6.5115 -1.1278
H 2.5834 5.0473 -1.5980
H 1.6137 5.1728 -3.8644
H 0.8568 6.7134 -3.4820
H -0.9898 5.3028 -3.0770
H -0.2983 5.2908 -1.4680
H -2.0218 3.4196 -2.0450
H -1.8626 1.9151 -4.2630
H -0.2407 1.9594 -5.0344
H -0.5539 4.4380 -5.4139
H -2.1575 4.3177 -4.6724
H -2.9158 2.8207 -6.4643
H -1.3056 2.8178 -7.1918
H -3.0931 5.2912 -6.8908
H -2.8159 4.4050 -8.3992
H -1.4848 5.2766 -7.6226
O 0.2619 -0.5386 -2.4073
S 0.6515 -1.9601 -2.8247
C -0.4317 -2.4245 -4.1819
C -1.1557 -1.4625 -4.8626
C -1.6968 -1.7827 -6.0983
C -1.5522 -3.0599 -6.6223
C -0.8611 -4.0305 -5.9072
C -0.2796 -3.7056 -4.6930
C 2.0113 -1.7868 -3.9927
C 3.0650 -2.6738 -3.8442
C 4.0804 -2.7104 -4.7910
C 4.0311 -1.8721 -5.8910
C 2.9545 -1.0048 -6.0494
C 1.9428 -0.9643 -5.1084
H -1.2775 -0.4767 -4.4246
H -2.2236 -1.0302 -6.6707
H -1.9702 -3.2993 -7.5919
H -0.7477 -5.0280 -6.3123
H 0.3284 -4.4320 -4.1644
H 3.0913 -3.3336 -2.9852
H 4.9068 -3.3984 -4.6659
H 4.8228 -1.8934 -6.6287
H 2.9011 -0.3632 -6.9197
H 1.0951 -0.3062 -5.2470
*
```

Results
- Energy above the lowest of the compared OMol25 structures with the same formula, charge and spin: 71.8 kcal/mol
- Frontier orbital gap: 4.50 eV
- LUMO energy: -0.4 eV


Entry 2:
Molecular formula: C12H34BF3NaO10
Method: DFT, ωB97M-V/def2-TZVPD

Structure (ORCA input):
```
! RIJCOSX wB97M-V def2-TZVPD def2/J DEFGRID3
* xyz -1 1
Na 0.2885 -0.7820 -0.2199
B -1.1639 -2.7510 -1.8191
H -1.3363 -3.0618 -2.8379
H -0.7475 -1.7557 -1.8013
H -2.1259 -2.8010 -1.3331
H -0.5221 -3.4474 -1.3020
C -1.1949 1.6898 -2.3028
O -1.9222 0.7412 -3.1342
O 0.0491 1.0275 -2.1626
C -1.3967 3.1156 -2.9113
F -2.5546 3.6453 -2.5077
F -0.4956 3.9926 -2.4851
F -1.3985 3.0953 -4.2642
C -3.2596 0.2796 -2.7250
C -3.8686 -0.5218 -3.8753
H -4.7708 -1.0051 -3.5003
H -4.1810 0.1263 -4.6941
H -3.1235 -1.2431 -4.2109
H -3.9176 1.1220 -2.5116
H -3.1030 -0.4306 -1.9131
H -1.7133 1.6881 -1.3439
C 0.9611 -2.1960 2.7107
C 2.2525 -2.3907 3.4921
O 3.3649 -1.6630 3.0353
O 0.9250 -2.8021 1.3655
H 0.8776 -1.1410 2.4498
H 0.0449 -2.4737 3.2318
H 2.5630 -3.4061 3.2458
H 2.0192 -2.2738 4.5504
H 3.7331 -1.1466 3.7560
H 0.3266 -3.5527 1.3778
C 0.4410 3.7894 0.8692
C 1.2643 2.4932 0.5676
O 0.8045 1.2517 1.2293
O 0.0438 3.8063 2.1854
H -0.4310 3.8089 0.2155
H 1.0928 4.6211 0.6017
H 2.3267 2.6867 0.7158
H 1.4112 2.1199 -0.4459
H 0.8090 1.4916 2.1589
H 0.7187 4.2792 2.6778
C -3.0314 0.9071 2.7147
C -2.1820 -0.3397 2.3981
O -1.7992 -0.4023 0.9829
O -2.1964 1.9939 2.9034
H -3.5286 0.7659 3.6744
H -3.9198 0.9408 2.0840
H -2.8258 -1.2022 2.5702
H -1.3770 -0.5725 3.0951
H -2.1112 -1.2083 0.5651
H -1.4336 1.8697 2.3340
C 3.4651 -1.6550 -0.5083
C 4.8021 -0.9317 -0.6311
O 5.3561 -0.8676 -1.9281
O 2.5918 -0.8328 -1.3146
H 3.0285 -1.7366 0.4871
H 3.5283 -2.7086 -0.7804
H 5.4150 -1.5631 0.0123
H 4.7868 0.0951 -0.2657
H 5.3984 -1.7430 -2.3198
H 2.9417 -0.8356 -2.2085
*
```

Results
- Energy above the lowest of the compared OMol25 structures with the same formula, charge and spin: 3.8 kcal/mol
- Frontier orbital gap: 5.24 eV
- LUMO energy: 1.6 eV


Entry 3:
Molecular formula: C5H9N2OS
Method: DFT, ωB97M-V/def2-TZVPD

Structure (ORCA input):
```
! RIJCOSX wB97M-V def2-TZVPD def2/J DEFGRID3
* xyz 1 1
C 0.4708 -0.2332 -0.0047
C -0.2088 0.8226 -0.6915
C -0.4640 2.0918 1.2693
C 0.9937 0.2289 1.2934
C -0.7206 -2.2516 -1.9686
N -0.7134 1.8544 -0.0308
N 0.4321 1.2744 1.8869
O 1.8919 -0.4205 2.0070
S -1.1770 -1.8907 -0.2559
H 1.1515 -0.8488 -0.5741
H -0.3934 0.7561 -1.7495
H -0.8989 2.9191 1.7914
H -1.0291 -1.4417 -2.6247
H -1.2516 -3.1578 -2.2445
H 0.3487 -2.4308 -2.0576
H -1.2897 2.5227 -0.5331
H 0.7266 1.4968 2.8355
H 2.1313 -1.2916 1.6517
*
```

Results
- Energy above the lowest of the compared OMol25 structures with the same formula, charge and spin: 61.7 kcal/mol
- Frontier orbital gap (alpha / beta): 6.63 / 6.70 eV
- LUMO energy (alpha / beta): -4.5 / -4.5 eV


Entry 4:
Molecular formula: C18H29NO4
Method: DFT, ωB97M-V/def2-TZVPD

Structure (ORCA input):
```
! RIJCOSX wB97M-V def2-TZVPD def2/J DEFGRID3
* xyz 0 1
C -1.4339 6.7635 -0.3529
C -0.0270 6.3835 -0.7880
O 0.2705 5.1276 -0.2160
C 1.4862 4.5679 -0.4573
C 2.4846 5.1271 -1.2367
C 3.6919 4.4649 -1.4178
C 3.9050 3.2421 -0.8216
C 2.9138 2.6659 -0.0372
C 1.7064 3.3131 0.1559
O 0.6683 2.8629 0.9237
C 0.7383 1.5873 1.5086
C 0.4765 0.4679 0.4825
O 0.7448 -0.8173 0.9792
C -0.1804 -1.2946 1.9347
C 0.0374 -2.8060 2.1284
N -0.5158 -3.6847 1.1248
C -1.9639 -3.7325 1.0797
H -2.3460 -3.8905 2.0906
C -2.3853 -4.9019 0.1802
C -3.8988 -5.0010 0.0511
H -4.1553 -5.8236 -0.6100
H -4.3492 -5.1683 1.0254
H -4.2927 -4.0820 -0.3749
O -1.8494 -4.7404 -1.1164
C -0.4370 -4.6580 -1.0948
C 0.0424 -4.5004 -2.5306
H -0.3492 -3.5773 -2.9492
H -0.3179 -5.3312 -3.1304
H 1.1278 -4.4767 -2.5621
C 0.0139 -3.4889 -0.2119
H 1.1025 -3.4599 -0.1565
H -0.3389 -2.5482 -0.6638
H -0.0356 -5.5902 -0.6598
H -1.9800 -5.8302 0.6203
H -2.4063 -2.8068 0.6713
H -0.3928 -3.0971 3.0904
H 1.1160 -2.9801 2.1600
H -1.2079 -1.0940 1.5995
H -0.0317 -0.7876 2.8987
H -0.5626 0.5443 0.1280
H 1.1448 0.5965 -0.3732
H -0.0454 1.5908 2.2715
H 1.7037 1.4159 2.0016
H 3.1037 1.7069 0.4180
H 4.8400 2.7211 -0.9593
H 4.4575 4.9168 -2.0297
H 2.3347 6.0832 -1.7122
H 0.6935 7.1388 -0.4425
H 0.0275 6.3240 -1.8847
H -2.1421 6.0154 -0.6979
H -1.7026 7.7308 -0.7681
H -1.4840 6.8113 0.7312
*
```

Results
- Energy above the lowest of the compared OMol25 structures with the same formula, charge and spin: 63.4 kcal/mol
- Frontier orbital gap: 8.93 eV
- Structure (SMILES): CCOc1ccccc1OCCOCCN1C[C@@H](C)O[C@@H](C)C1
- LUMO energy: 0.9 eV


Entry 5:
Molecular formula: C2H2N5O3
Method: DFT, ωB97M-V/def2-TZVPD

Structure (ORCA input):
```
! RIJCOSX wB97M-V def2-TZVPD def2/J DEFGRID3
* xyz -1 1
C -1.5419 -1.1112 1.8789
C -0.1725 0.1827 -0.1230
N -1.1452 -1.7591 2.9871
N 0.1848 -1.7023 3.0506
N 0.7059 -1.0789 2.0782
N -0.3336 -0.6949 1.3042
N -1.1932 1.2047 -0.1605
O -1.1857 2.0507 0.7123
O -2.6329 -0.8749 1.3817
O -1.9293 1.2121 -1.1303
H 0.8253 0.5985 -0.0139
H -0.2918 -0.5260 -0.9360
*
```

Results
- Energy above the lowest of the compared OMol25 structures with the same formula, charge and spin: 12.8 kcal/mol
- Frontier orbital gap: 6.99 eV
- Structure (SMILES): O=[N+]([O-])Cn1nnnc1[O-]
- LUMO energy: 3.0 eV


Question: Among the records above, which one has the highest energy above the lowest of the compared OMol25 structures with the same formula, charge and spin?
Answer: C71H107GeN3O4STi